The following is a DFT calculation (ωB97M-V/def2-TZVPD) of C11H15N2OP in the gas phase.

Relative energy (zero: lowest compared OMol25 entry of this formula, charge and spin) in eV: 0.000
HOMO-LUMO gap in eV: 9.2
SMILES: CC1(C)CNC(OPc2ccccc2)=N1
Maximum force in eV/A: 3.97
Calculated total energy in hartree: -954.21276
LUMO in eV: 0.53
Molar mass in g mol⁻¹: 222.23
HOMO energy in eV: -8.6676

Structure (XYZ):
```
30
Properties=species:S:1:pos:R:3:forces:R:3:nbo_charge:R:1
C 2.79723 0.16163 2.91821 -1.86 0.26 -1.25 -0.210
C 1.73515 -0.42499 3.58893 -0.91 0.71 -0.26 -0.201
C 2.52680 1.28764 2.10516 2.78 -1.08 -0.13 -0.212
C 0.40915 0.02367 3.36871 3.59 1.57 -0.63 -0.197
C 1.28858 1.79813 1.99379 -1.82 1.16 0.65 -0.187
C 0.18613 1.17613 2.63708 -0.61 0.15 -0.25 -0.324
C -1.65999 -0.08994 0.42666 -1.31 -0.04 -1.16 0.682
C -1.47712 -1.43657 -1.45260 -2.43 1.20 1.02 -0.240
C -1.01429 -0.01495 -1.75518 -0.53 1.03 1.18 0.090
C 0.39263 0.04150 -2.33228 -1.66 -1.94 -1.08 -0.611
C -2.00303 0.83309 -2.57047 -1.90 -2.33 -1.58 -0.616
N -2.20070 -1.23576 -0.13697 0.04 -1.38 -0.31 -0.636
N -1.05527 0.65456 -0.40091 1.13 0.69 0.34 -0.563
O -2.08873 0.17942 1.67593 0.59 0.16 -0.67 -0.745
P -1.63833 1.64508 2.46229 1.06 -0.74 -1.06 0.894
H 3.63830 -0.43269 2.67974 1.42 -0.09 0.71 0.215
H 1.87109 -1.18836 4.32292 0.26 -0.81 -0.03 0.209
H 3.38239 1.71871 1.51628 -1.04 -0.37 0.66 0.215
H -0.35848 -0.52466 3.73979 -2.26 -1.38 1.31 0.206
H 1.22469 2.74444 1.47084 -0.62 -0.14 -0.22 0.222
H -2.23147 -1.74633 -2.21215 0.99 -0.46 0.49 0.213
H -0.67040 -2.06763 -1.18711 0.93 -1.05 -0.73 0.192
H 0.99909 -0.56763 -1.66835 0.75 0.57 -0.23 0.218
H 0.65343 1.00576 -2.63549 0.98 1.90 0.79 0.224
H 0.36907 -0.37126 -3.36341 -0.05 -0.75 0.61 0.205
H -1.61924 1.81712 -2.45515 -0.13 1.06 -0.42 0.225
H -3.10328 0.75967 -2.21044 1.95 0.19 -0.15 0.221
H -2.08400 0.45984 -3.68599 0.52 0.95 1.95 0.199
H -2.23417 -2.07996 0.44128 -0.09 0.62 -0.14 0.382
H -2.11818 0.99314 3.60651 0.25 0.34 0.60 -0.070
```
Positions in Å, forces in eV/Å.